(1)
A cluster of 2 separate species, C4H9NO in total at a distorted geometry, computed with the ωB97M-V functional and the def2-TZVPD basis.

HOMO level ... -9.04 eV
Energy ... -7830.8494 eV
Spin multiplicity ... 1
SMILES ... C=CNC=O.C
Frontier orbital gap ... 0.3637 Eh

XYZ file:
```
15
C4H9NO (the ωB97M-V functional and the def2-TZVPD basis)
H 1.64 0.40 0.29
H 2.32 2.05 0.56
H 0.56 -2.64 -0.56
C 1.49 1.56 0.10
C -1.80 0.65 -0.50
H -0.90 -0.90 -1.50
C 0.30 -2.20 0.40
H 0.67 -2.68 1.30
H -0.69 -0.62 1.44
O -2.03 1.27 0.52
C -0.42 -1.07 0.49
H 1.52 1.71 -0.98
N -1.04 -0.47 -0.60
H 0.58 2.00 0.51
H -2.21 0.94 -1.47
```

***

(2)
An isolated molecule of C4H9NO, computed with the ωB97M-V functional and the def2-TZVPD basis.

HOMO level (spin up / spin down) ... -8.64 / -8.64 eV
Energy ... -7827.3864 eV
Spin multiplicity ... 1
Frontier orbital gap (spin up / spin down) ... 0.2832 / 0.2831 Eh

XYZ file:
```
15
C4H9NO (the ωB97M-V functional and the def2-TZVPD basis)
H 0.18 -1.27 -0.71
H -2.20 -0.83 -0.40
H -1.69 0.50 -1.49
H 2.07 1.17 -0.36
C -1.93 0.23 -0.45
N 1.38 -0.61 0.99
C 0.61 -0.39 -0.21
H 0.66 -0.42 1.77
H 1.88 -1.49 1.00
C -0.75 0.50 0.49
H -0.42 1.56 0.39
H -2.80 0.81 -0.13
O -0.83 0.03 1.69
C 1.68 0.27 -0.82
H 2.15 -0.06 -1.75
```

***

(3)
A cluster of 2 separate species, C4H9NO in total at a distorted geometry, computed with the ωB97M-V functional and the def2-TZVPD basis.

HOMO level ... -8.96 eV
Energy ... -7829.2349 eV
Spin multiplicity ... 1
SMILES ... C=CO.C=NC
Frontier orbital gap ... 0.3601 Eh

XYZ file:
```
15
C4H9NO (the ωB97M-V functional and the def2-TZVPD basis)
H 2.96 2.37 0.15
H -1.06 0.47 -1.83
H -2.20 -1.43 -1.41
H 3.59 0.60 1.30
C -2.44 -1.27 -0.35
H 0.79 -0.34 0.35
N -1.98 0.06 0.05
H 1.88 -1.36 1.37
C -1.50 0.77 -0.87
H -3.52 -1.39 -0.26
H -1.16 1.75 -0.52
H -2.02 -2.08 0.24
O 2.27 1.71 0.15
C 2.66 0.54 0.76
C 1.73 -0.41 0.88
```